1.
Here is a structure of composition C47H39As2N5OOs in a non-equilibrium geometry from OMol25. Energies are from ωB97M-V with the def2-TZVPD basis set.

XYZ file:
```
95
Properties=species:S:1:pos:R:3:mulliken_spin:R:1
Os 0.07942 -0.13581 -0.09544 2.622
C -7.35420 -5.45334 10.10948 0.004
O -7.69693 -4.60295 9.04282 0.204
C -6.86365 -4.15103 8.15409 0.174
C -7.44096 -3.30249 7.15821 0.138
C -6.67898 -2.77387 6.15703 -0.071
C -5.29770 -3.06263 6.07995 0.156
C -4.72078 -3.90034 7.06784 -0.031
C -5.46758 -4.42329 8.08715 0.137
C -4.45582 -2.57216 5.03221 0.050
N -3.20931 -2.98662 4.84213 0.100
C -2.76119 -2.36293 3.74581 0.005
C -3.76791 -1.51091 3.22846 0.082
N -4.82498 -1.66524 4.06201 0.025
C -3.59081 -0.76879 2.03057 -0.024
C -4.59841 -0.06244 1.35321 0.045
C -4.30033 0.53124 0.14686 -0.009
C -2.99848 0.46466 -0.33924 0.031
N -2.01147 -0.15399 0.29888 0.015
C -2.29678 -0.81756 1.44506 -0.019
C -1.27042 -1.69507 1.95519 0.001
N -0.11696 -1.78007 1.23915 0.009
C 0.73017 -2.76069 1.52983 -0.006
C 0.55548 -3.62855 2.60764 0.011
C -0.54970 -3.48119 3.42048 0.012
C -1.51158 -2.52441 3.07275 -0.015
H -8.28025 -5.62988 10.65932 0.000
H -6.61157 -4.99154 10.77026 0.006
H -6.95041 -6.40785 9.75207 0.006
H -8.49873 -3.09893 7.23145 -0.005
H -7.15948 -2.15127 5.41935 -0.006
H -3.66589 -4.11169 6.99231 -0.004
H -4.99340 -5.03803 8.83767 0.000
H -5.72175 -1.20993 3.98838 -0.002
H -5.60227 -0.01491 1.74181 0.002
H -5.06220 1.03265 -0.42741 0.001
H -2.76934 0.89377 -1.30222 -0.003
H 1.59809 -2.87444 0.87931 -0.008
H 1.29145 -4.39247 2.79517 0.000
H -0.71617 -4.10488 4.28553 0.001
C 2.65212 2.53995 1.33129 0.046
C 3.14913 1.75273 0.13407 0.032
As 2.54297 -0.13966 0.07591 -0.116
C 3.05647 -0.74588 1.86630 -0.001
C 4.16940 -1.55084 2.09483 0.000
C 4.52716 -1.89898 3.38812 0.000
C 3.75847 -1.48112 4.46270 0.000
C 2.61361 -0.73000 4.23661 0.008
C 2.26385 -0.36563 2.95017 -0.007
C 3.99242 -0.77619 -1.09122 -0.001
C 5.30324 -0.48926 -0.70328 0.006
C 6.36156 -0.81099 -1.53601 0.001
C 6.10900 -1.39340 -2.76896 -0.001
C 4.81243 -1.70727 -3.14338 0.005
C 3.74415 -1.39409 -2.30957 0.022
As 0.67258 2.58200 1.43398 0.250
C 0.34659 3.46683 -0.28077 0.055
C 1.08589 4.44975 -0.82347 -0.011
C 0.98575 4.81750 -2.21554 0.003
C 0.20462 4.14589 -3.07213 -0.004
C -0.65076 3.00763 -2.61219 -0.006
C -0.66242 2.73017 -1.09270 0.023
C 0.51470 4.00816 2.78720 0.052
C -0.15296 5.19885 2.51158 0.025
C -0.06509 6.24839 3.41312 -0.007
C 0.62668 6.08471 4.60551 0.038
C 1.25565 4.88044 4.89819 -0.008
C 1.17599 3.82861 4.00210 0.032
H 2.99306 3.57956 1.25889 0.004
H 3.05473 2.11959 2.25919 0.005
H 4.24506 1.75414 0.12200 0.001
H 2.80767 2.21580 -0.80179 -0.008
H 4.75179 -1.92124 1.25632 0.000
H 5.40401 -2.50582 3.54734 0.000
H 4.04756 -1.74133 5.46788 0.000
H 1.99285 -0.42204 5.06348 0.000
H 1.34625 0.20551 2.77651 0.004
H 5.51165 -0.01230 0.24975 0.000
H 7.37069 -0.58167 -1.23027 0.000
H 6.93112 -1.59264 -3.44187 0.000
H 4.62717 -2.20017 -4.08626 0.000
H 2.72731 -1.64463 -2.59689 -0.003
H 1.78108 5.01292 -0.21262 0.000
H 1.59232 5.64176 -2.55738 0.001
H 0.15727 4.41695 -4.11433 0.000
H -1.63840 3.03830 -3.08286 0.000
H -1.63389 2.73378 -0.59104 -0.008
H -0.70801 5.32053 1.58823 0.002
H -0.54007 7.19175 3.18380 0.001
H 0.64692 6.88825 5.32782 0.001
H 1.80133 4.76034 5.82264 0.000
H 1.64548 2.87734 4.23621 0.002
N -0.04938 1.67299 -2.72275 0.007
C -0.09306 1.34509 -1.44956 -0.089
H 0.27431 1.18170 -3.55013 0.003
```

Lowest unoccupied orbital energy (spin up / spin down) in eV: -10.633 / -12.323
Kohn-Sham gap (spin up / spin down) in eV: 6.8 / 5.2
2S+1: 5
Total charge: +4
Energy in hartree: -6724.2221

---

2.
Here is a structure of composition C47H39N18RbSe2 from OMol25. Energies are from ωB97M-V with the def2-TZVPD basis set.

XYZ file:
```
107
Properties=species:S:1:pos:R:3:lowdin_charge:R:1
Rb -0.08091 -0.22569 -0.23801 0.688
C -1.03683 -1.34573 4.12657 -0.079
C -1.87327 -0.41670 4.74153 -0.076
C -2.75769 0.30302 3.97097 -0.019
C -2.77410 0.10560 2.58050 -0.354
N -1.95185 -0.76184 1.98635 0.066
C -1.12629 -1.47848 2.75404 -0.179
N -3.74608 0.74133 1.83017 0.161
C -3.47621 1.49794 0.82562 -0.324
N -2.26470 1.92599 0.33448 0.082
C -2.52990 2.87405 -0.62449 -0.344
N -1.72494 3.61508 -1.29488 0.165
C -0.35771 3.41836 -1.33819 -0.350
C 0.51453 4.45663 -0.98094 -0.016
C 1.86033 4.31104 -1.22615 -0.076
C 2.32121 3.14876 -1.83693 -0.085
C 1.39295 2.16471 -2.12239 -0.187
N 0.08972 2.27264 -1.86615 0.077
C -3.99912 2.99246 -0.83514 -0.114
C -4.75073 3.74882 -1.71403 -0.014
C -6.13177 3.58812 -1.67427 -0.083
C -6.72696 2.69897 -0.77924 -0.083
C -5.95844 1.94686 0.10290 -0.015
C -4.58783 2.11291 0.04912 -0.110
H -0.34648 -1.95409 4.69498 0.099
H -1.84183 -0.27290 5.81455 0.104
H -3.45136 1.01008 4.40447 0.108
H -0.50329 -2.19346 2.22344 0.074
H 0.10765 5.35814 -0.54426 0.109
H 2.54930 5.10442 -0.96226 0.105
H 3.36796 3.00264 -2.06816 0.100
H 1.69897 1.23042 -2.58398 0.089
H -4.27141 4.43731 -2.39788 0.111
H -6.76085 4.16076 -2.34424 0.098
H -7.80525 2.59991 -0.77330 0.098
H -6.40547 1.26107 0.81090 0.110
Se -0.18308 -5.18610 0.09449 0.677
Se 1.48616 -4.09238 -1.05817 0.649
C 2.38670 -3.19969 0.39993 -0.681
C 3.76291 -3.34171 0.51058 -0.111
C 4.41601 -2.62800 1.50372 -0.056
C 3.67356 -1.82312 2.35049 -0.050
C 2.30015 -1.76118 2.15750 -0.141
N 1.66672 -2.43300 1.19934 0.012
C -1.75348 -4.11277 -0.23980 -0.660
C -2.97173 -4.77470 -0.08742 -0.116
C -4.13393 -4.03509 -0.22642 -0.072
C -4.03813 -2.68666 -0.54291 -0.053
C -2.77688 -2.14269 -0.69334 -0.178
N -1.64517 -2.83523 -0.53190 0.014
H 4.30087 -3.99822 -0.15964 0.102
H 5.48972 -2.70822 1.61569 0.114
H 4.13989 -1.23635 3.13012 0.111
H 1.67585 -1.12864 2.78145 0.104
H -2.99826 -5.83473 0.12838 0.097
H -5.10110 -4.50279 -0.09369 0.113
H -4.91488 -2.06312 -0.65150 0.114
H -2.66249 -1.08963 -0.91948 0.065
N -0.08524 2.42795 2.31016 0.200
C 1.24021 2.29255 2.27070 -0.437
N 1.95344 2.87968 3.24290 0.176
C 3.26458 2.70368 3.15085 -0.456
N 4.03306 3.23633 4.12843 0.152
N 3.90580 2.02892 2.18012 0.168
C 3.09367 1.48676 1.27881 -0.309
N 1.77501 1.55814 1.26846 0.131
C 3.76268 0.73181 0.16858 -0.229
C 5.12500 0.90213 -0.05656 -0.009
C 5.71520 0.22177 -1.10809 -0.053
C 4.93128 -0.61076 -1.89028 -0.047
C 3.58580 -0.72733 -1.57480 -0.145
N 3.00673 -0.07581 -0.57344 0.095
H -0.46010 3.01023 3.03894 0.112
H -0.71225 2.16426 1.54311 0.043
H 3.60157 3.87042 4.77566 0.099
H 5.02606 3.26238 3.98843 0.097
H 5.68515 1.56275 0.58773 0.106
H 6.77034 0.34394 -1.31661 0.109
H 5.34360 -1.15836 -2.72688 0.107
H 2.93670 -1.37129 -2.16235 0.098
C -2.37366 0.63472 -3.25936 -0.014
C -1.36409 -0.30633 -3.82068 -0.374
N -0.39337 -0.88656 -3.15772 0.064
C 0.27270 -1.67689 -4.06752 -0.135
C -0.29888 -1.57246 -5.29320 -0.049
N -1.34776 -0.68894 -5.13359 -0.026
C -2.35303 -0.40305 -6.12222 -0.061
N -3.02470 -1.61641 -6.52678 -0.060
N -3.19269 -1.88157 -7.84099 0.049
N -3.80368 -2.99364 -7.97923 0.067
C -4.04913 -3.51295 -6.72594 -0.233
C -4.66266 -4.71055 -6.34290 -0.014
C -4.73313 -4.97381 -4.99633 -0.080
C -4.20550 -4.07646 -4.04138 -0.063
C -3.60368 -2.89444 -4.40093 0.011
C -3.54371 -2.62846 -5.77403 -0.157
H -2.14829 0.80117 -2.21025 0.032
H -3.39138 0.24378 -3.35036 0.088
H -2.32942 1.61227 -3.74180 0.096
H 1.11481 -2.28325 -3.77811 0.073
H -0.08696 -2.03665 -6.24106 0.122
H -1.92202 0.01982 -7.02833 0.140
H -3.05819 0.30933 -5.69671 0.134
H -5.05286 -5.39185 -7.08617 0.113
H -5.19411 -5.88981 -4.65167 0.102
H -4.26789 -4.32967 -2.99089 0.087
H -3.18596 -2.22990 -3.65653 0.094
```

Lowest unoccupied orbital energy in eV: -0.129
Kohn-Sham gap in eV: 7.4
2S+1: 1
Energy in hartree: -7627.1927

---

3.
Here is a structure of composition C47H40AgAsCl3NO2P from OMol25. Energies are from ωB97M-V with the def2-TZVPD basis set.

XYZ file:
```
96
Properties=species:S:1:pos:R:3:lowdin_charge:R:1
Ag -0.11547 -2.19067 1.30041 0.645
Cl -6.08238 -1.99921 -2.47800 0.579
C -4.71430 -2.54776 -1.52562 -0.717
C -3.42432 -2.44929 -2.03265 -0.144
C -2.34971 -2.89489 -1.28041 -0.076
C -2.52241 -3.47632 -0.00489 -0.371
C -1.40058 -3.98769 0.78171 -0.203
C -3.84667 -3.54789 0.46767 -0.074
C -4.92681 -3.08695 -0.26983 -0.143
H -3.26590 -2.02940 -3.02052 0.094
H -1.34240 -2.80672 -1.67598 0.097
H -0.65108 -4.48011 0.16023 0.017
H -1.73563 -4.67275 1.55770 0.005
H -4.02665 -3.99423 1.44032 0.100
H -5.93601 -3.17366 0.11576 0.094
C -2.28365 1.37771 -0.18927 -0.404
C -3.74417 1.01405 0.02053 -0.415
As -5.04880 2.38700 -0.56966 1.295
C -4.30678 2.85161 -2.31767 -0.420
C -3.65650 1.91065 -3.11030 -0.118
C -3.19712 2.24652 -4.37715 -0.081
C -3.39318 3.52739 -4.87347 -0.099
C -4.06374 4.46793 -4.10144 -0.096
C -4.51984 4.12892 -2.83546 -0.138
C -4.33163 3.87834 0.49195 -0.411
C -3.21499 4.63943 0.14750 -0.125
C -2.74233 5.62966 0.99882 -0.088
C -3.38017 5.87483 2.20833 -0.102
C -4.49387 5.12609 2.56190 -0.098
C -4.96503 4.13936 1.70552 -0.135
P -1.11133 0.15792 0.59077 1.054
C 0.45632 1.04364 0.21937 -0.373
C 1.43587 1.31680 1.17007 -0.096
C 2.58837 2.00699 0.81811 -0.086
C 2.78043 2.42900 -0.48859 -0.101
C 1.83785 2.11049 -1.45548 -0.087
C 0.69308 1.41406 -1.10452 -0.103
C -1.43335 0.63175 2.34707 -0.383
C -1.25865 1.92283 2.85118 -0.099
C -1.53658 2.20768 4.17907 -0.087
C -2.00967 1.20966 5.02442 -0.099
C -2.21916 -0.06846 4.53093 -0.087
C -1.93412 -0.35378 3.19929 -0.121
H -2.05156 2.34805 0.24363 0.054
H -2.04642 1.42104 -1.25085 0.044
H -3.95943 0.86520 1.08080 0.059
H -3.99134 0.07787 -0.48590 0.045
H -3.50539 0.90434 -2.74014 0.091
H -2.68221 1.50466 -4.97620 0.104
H -3.02693 3.79220 -5.85809 0.097
H -4.23147 5.46685 -4.48624 0.098
H -5.04280 4.86745 -2.23874 0.098
H -2.70182 4.45787 -0.78834 0.100
H -1.86606 6.20342 0.72107 0.101
H -3.01026 6.64716 2.87225 0.097
H -4.99685 5.31115 3.50361 0.098
H -5.83549 3.55517 1.98385 0.087
H 1.31013 0.98608 2.19331 0.104
H 3.34236 2.21281 1.56971 0.100
H 3.67429 2.97755 -0.75547 0.094
H 1.99994 2.39394 -2.48867 0.099
H -0.01796 1.14148 -1.87690 0.100
H -0.90024 2.71345 2.20083 0.106
H -1.38080 3.21181 4.55699 0.099
H -2.21566 1.43275 6.06479 0.096
H -2.60259 -0.84640 5.18017 0.100
H -2.10317 -1.35261 2.80893 0.067
Cl 5.30911 -4.65711 2.70832 0.708
C 6.23876 -3.24437 2.32170 -0.578
C 7.14201 -2.78019 3.25576 -0.126
C 7.91493 -1.66728 2.96764 -0.101
C 7.73657 -1.01084 1.76546 -0.132
C 6.80128 -1.46155 0.84615 -0.582
Cl 6.50931 -0.44175 -0.52192 0.729
C 6.04339 -2.62973 1.06587 -0.272
N 5.09469 -3.19067 0.21959 0.073
C 5.11386 -3.30759 -1.16949 -0.214
C 6.31330 -3.32386 -1.88348 -0.073
C 6.32048 -3.45101 -3.26181 -0.111
C 5.12860 -3.59563 -3.95300 -0.112
C 3.94134 -3.67532 -3.23486 -0.046
C 3.90707 -3.56673 -1.84948 -0.146
C 2.62329 -3.86268 -1.10548 -0.061
C 1.97628 -2.69718 -0.31768 -0.699
O 1.12886 -2.00370 -0.91378 -0.080
O 2.31701 -2.58145 0.90416 -0.128
H 7.24298 -3.29618 4.20160 0.099
H 8.63496 -1.29873 3.68732 0.100
H 8.29718 -0.11252 1.53972 0.097
H 4.17041 -3.26069 0.65659 0.088
H 7.25038 -3.22068 -1.34971 0.102
H 7.26454 -3.44203 -3.79484 0.095
H 5.12052 -3.68584 -5.03227 0.090
H 3.00648 -3.84218 -3.75779 0.110
H 2.81259 -4.66881 -0.39121 0.123
H 1.87472 -4.20755 -1.81524 0.110
```

Lowest unoccupied orbital energy in eV: 2.352
Kohn-Sham gap in eV: 6.2
2S+1: 1
Total charge: -1
Energy in hartree: -6124.9972

---

4.
Here is a structure of composition C47H40F5I2N3O7P2PmS in a non-equilibrium geometry from OMol25. Energies are from ωB97M-V with the def2-TZVPD basis set.

XYZ file:
```
108
Properties=species:S:1:pos:R:3:mulliken_spin:R:1
Pm 1.33720 2.74095 0.85575 4.024
O 2.40099 0.38981 -5.39213 0.000
C 1.88671 0.75308 -4.16025 0.000
C 2.03203 -0.04318 -2.99725 0.000
C 1.90638 0.51081 -1.71635 0.003
N 1.53370 1.77931 -1.58042 -0.004
C 1.29970 2.55681 -2.67262 -0.001
C 1.44371 2.08544 -4.02828 -0.001
C 0.85549 3.93726 -2.32715 0.000
O 0.63790 4.75206 -3.18958 0.000
O 0.74318 4.14009 -1.04837 -0.003
C 2.16098 -0.24805 -0.52505 -0.003
O 2.44203 -1.47241 -0.61629 0.000
O 2.06405 0.41821 0.57029 -0.002
H 2.90133 -0.41962 -5.27930 0.000
H 2.37957 -1.14723 -3.04844 0.000
H 1.15513 2.80508 -4.79609 0.000
C -0.93364 -4.96376 -0.94124 0.000
N -1.90970 -3.78787 -0.73466 0.000
P -1.79243 -2.57553 -2.04625 0.000
C -3.55239 -2.08230 -2.27463 0.000
C -3.82097 -0.83524 -2.81353 0.000
C -5.13833 -0.46784 -3.08034 0.000
C -6.18149 -1.32953 -2.73963 0.000
C -5.92106 -2.56751 -2.14646 0.000
C -4.59856 -2.98777 -2.04609 0.000
C -1.69156 -3.59983 -3.53596 0.000
C -2.46385 -4.79219 -3.70551 0.000
C -2.16578 -5.58521 -4.83737 0.000
C -1.17212 -5.25456 -5.73470 0.000
C -0.47199 -4.03000 -5.56349 0.000
C -0.74962 -3.19247 -4.51209 0.000
P -2.48950 -3.43296 0.84128 0.000
C -2.99541 -5.06395 1.37805 0.000
C -2.36655 -5.73319 2.46747 0.000
C -2.24452 -7.13493 2.48673 0.000
C -2.64367 -7.87651 1.41993 0.000
C -3.40633 -7.27490 0.42557 0.000
C -3.60766 -5.92478 0.38484 0.000
C -1.00144 -3.02410 1.88968 0.000
C -1.12234 -2.96926 3.29033 0.000
C 0.04834 -2.81572 4.06805 0.000
C 1.26749 -2.55353 3.48182 0.000
C 1.27814 -2.30431 2.09952 0.000
C 0.20714 -2.63024 1.30729 0.000
H -1.52894 -5.83141 -1.29286 0.000
H -0.49328 -5.22723 0.08704 0.000
H -0.01531 -4.64138 -1.50797 0.000
H -2.96976 -0.23493 -3.07061 0.000
H -5.30774 0.48171 -3.54179 0.000
H -7.21493 -1.03023 -2.88986 0.000
H -6.68426 -3.24163 -1.76505 0.000
H -4.26252 -3.99275 -1.81065 0.000
H -3.33598 -5.10895 -3.12292 0.000
H -2.60547 -6.56780 -4.92070 0.000
H -0.90742 -5.98338 -6.53159 0.000
H 0.34026 -3.76317 -6.26259 0.000
H -0.19927 -2.28228 -4.34407 0.000
H -2.05111 -5.22035 3.36575 0.000
H -1.70617 -7.61559 3.28864 0.000
H -2.54452 -8.90307 1.40044 0.000
H -3.95817 -7.92090 -0.21314 0.000
H -4.25183 -5.49778 -0.41239 0.000
H -2.10736 -3.25866 3.70800 0.000
H -0.00052 -2.97810 5.19565 0.000
H 2.18921 -2.41197 4.09864 0.000
H 2.15482 -1.80062 1.63024 0.000
H 0.29039 -2.54406 0.23048 0.000
I 1.69201 0.76979 5.88174 0.000
C 3.10679 2.00328 5.00049 0.001
C 4.30514 2.42558 5.60833 -0.001
C 5.32865 3.04192 4.83680 0.002
I 7.12453 3.43188 5.84644 0.000
C 5.16597 3.22650 3.39145 0.000
C 6.21014 3.74758 2.58163 0.002
C 6.00195 3.98846 1.21982 -0.001
C 4.76067 3.62253 0.69424 0.000
N 3.71893 3.12174 1.37105 0.006
C 3.94407 2.90870 2.76073 0.005
C 2.87550 2.33542 3.54032 -0.011
O 1.66767 2.23705 3.11295 -0.009
H 4.48798 2.19556 6.69060 0.000
H 7.22856 3.89909 3.00661 0.000
H 6.79097 4.30502 0.49598 0.000
H 4.58363 3.80611 -0.35908 0.000
C 2.89531 7.68486 2.55958 0.000
C 1.41140 7.42484 2.34853 0.000
S 1.24173 6.20802 1.05499 0.000
O 0.78628 4.91380 1.80114 -0.002
C -0.41161 6.60862 0.28854 0.000
C -0.41505 7.69487 -0.79274 0.000
H 3.43885 6.94425 3.20798 0.000
H 2.97806 8.64502 3.14534 0.000
H 3.45887 7.73241 1.63518 0.000
H 0.92470 8.32637 1.93383 0.000
H 0.95246 6.99302 3.26657 0.000
H -1.06522 6.88401 1.09579 0.000
H -0.80522 5.63091 -0.16874 0.001
H -0.42990 7.16526 -1.74972 0.000
H 0.45979 8.33925 -0.77163 0.000
H -1.23980 8.37885 -0.64227 0.000
F -1.38433 2.63970 2.75821 0.001
C -1.14173 1.78489 1.68477 -0.011
F -1.26839 0.49565 2.18329 0.001
C -2.21669 1.81194 0.57894 0.003
F -1.84441 0.96079 -0.43262 0.001
F -2.25596 3.04142 0.10107 0.000
F -3.43275 1.45118 1.03811 0.000
```

Lowest unoccupied orbital energy (spin up / spin down) in eV: 1.468 / 1.468
Kohn-Sham gap (spin up / spin down) in eV: 6.2 / 6.2
2S+1: 5
Total charge: -1
Energy in hartree: -5290.1048